{"formula": "C4H9N2", "method": "ωB97M-V/def2-TZVPD", "e_lumo_ev": -3.5, "smiles": "[H]/N=C\\[N@H+]1C[C@@H]1C", "charge": 1, "spin_multiplicity": 1, "homo_lumo_gap_ev": 12.046, "symbols": ["H", "N", "C", "N", "C", "C", "C", "H", "H", "H", "H", "H", "H", "H", "H"], "xyz": [[1.711, 2.075, 1.929], [0.680, 2.246, 2.057], [-0.100, 1.447, 1.563], [0.193, 0.332, 0.677], [-0.602, -0.903, 0.791], [-0.523, -0.104, -0.447], [0.234, -0.539, -1.661], [-1.097, 1.378, 1.836], [1.266, 0.292, 0.549], [-0.060, -1.805, 1.004], [-1.513, -0.742, 1.288], [-1.232, 0.545, -0.714], [-0.343, -0.934, -2.523], [1.145, -1.223, -1.579], [0.732, 0.304, -2.196]]}

{"formula": "C4H9N2", "method": "ωB97M-V/def2-TZVPD", "e_lumo_ev": -5.5, "charge": 1, "spin_multiplicity": 1, "homo_lumo_gap_ev": 10.941, "symbols": ["C", "C", "C", "C", "N", "N", "H", "H", "H", "H", "H", "H", "H", "H", "H"], "xyz": [[2.611, -0.671, -0.762], [-0.775, 0.079, -1.138], [0.347, -1.150, 0.641], [0.816, 1.198, 0.195], [3.527, -1.221, -0.330], [0.001, 0.051, -0.132], [2.149, -0.068, -1.181], [-1.242, -0.942, -1.227], [-1.018, 1.058, -1.625], [1.059, -1.081, 1.484], [-0.556, -1.618, 1.052], [0.742, -1.771, -0.216], [0.508, 1.640, 1.225], [1.838, 0.908, 0.234], [0.773, 1.982, -0.582]]}

{"formula": "C4H9N2", "method": "ωB97M-V/def2-TZVPD", "e_lumo_ev": -4.3, "charge": 1, "spin_multiplicity": 1, "homo_lumo_gap_ev": 8.231, "symbols": ["C", "C", "C", "C", "N", "N", "H", "H", "H", "H", "H", "H", "H", "H", "H"], "xyz": [[-1.101, 1.268, 0.837], [0.963, 0.862, -0.176], [-0.254, 0.145, 0.003], [-0.309, -1.311, 0.033], [-1.512, 0.741, -0.475], [2.197, 0.613, 0.101], [-1.703, 0.917, 1.624], [0.602, 1.938, -0.167], [-1.074, -1.905, 0.593], [0.603, -1.891, 0.418], [-0.444, -1.798, -1.019], [-2.206, -0.084, -0.610], [-1.502, 1.312, -1.410], [2.567, -0.396, 0.142], [2.937, 1.306, 0.098]]}

{"formula": "C4H9N2", "method": "ωB97M-V/def2-TZVPD", "e_lumo_ev": -6.0, "charge": 1, "spin_multiplicity": 1, "homo_lumo_gap_ev": 7.446, "symbols": ["C", "C", "C", "C", "N", "N", "H", "H", "H", "H", "H", "H", "H", "H", "H"], "xyz": [[1.537, 1.327, 0.018], [-2.664, 0.287, 0.448], [-1.448, 0.032, -0.505], [2.415, -0.924, 0.008], [1.454, 0.126, -0.286], [-2.568, -0.581, -0.712], [2.390, 1.904, 0.433], [-2.758, -0.146, 1.386], [-3.097, 1.249, 0.423], [0.572, 1.892, -0.053], [2.273, -1.555, -0.874], [2.093, -1.540, 0.891], [3.450, -0.581, 0.280], [-3.188, -1.299, -1.077], [-0.462, -0.193, -0.381]]}

{"formula": "C4H9N2", "method": "ωB97M-V/def2-TZVPD", "e_lumo_ev": -4.8, "smiles": "[H]/N=C/C(C)=[NH+]/C", "charge": 1, "spin_multiplicity": 1, "homo_lumo_gap_ev": 10.994, "symbols": ["H", "N", "C", "C", "C", "N", "C", "H", "H", "H", "H", "H", "H", "H", "H"], "xyz": [[-2.651, 1.856, 1.119], [-1.743, 1.361, 1.110], [-1.937, 0.660, 0.127], [-0.369, -0.111, -0.260], [-0.056, -0.925, -1.449], [0.459, 0.234, 0.693], [1.880, -0.122, 0.811], [-2.687, 0.566, -0.607], [0.221, -0.597, -2.431], [-0.866, -1.496, -1.859], [0.823, -1.432, -1.269], [-0.012, 0.791, 1.431], [2.066, -1.180, 1.179], [2.434, -0.012, -0.227], [2.439, 0.409, 1.631]]}

{"formula": "C4H9N2", "method": "ωB97M-V/def2-TZVPD", "e_lumo_ev": -3.6, "smiles": "NCC[NH+]1C=C1", "charge": 1, "spin_multiplicity": 1, "homo_lumo_gap_ev": 10.486, "symbols": ["N", "C", "C", "N", "C", "C", "H", "H", "H", "H", "H", "H", "H", "H", "H"], "xyz": [[1.238, -1.007, 0.023], [1.343, 0.388, -0.150], [-0.170, 0.856, 0.183], [-1.089, -0.296, -0.119], [-2.447, -0.042, -0.659], [-2.354, -0.442, 0.568], [2.119, -1.557, -0.133], [0.923, -1.168, 1.053], [2.111, 0.849, 0.466], [1.607, 0.584, -1.238], [-0.155, 1.034, 1.211], [-0.550, 1.798, -0.229], [-0.103, -1.021, -0.377], [-2.750, 0.010, -1.658], [-2.708, -0.427, 1.658]]}

{"formula": "C4H9N2", "method": "ωB97M-V/def2-TZVPD", "e_lumo_ev": -5.6, "smiles": "C=[N+](C)[C@@H]1CN1", "charge": 1, "spin_multiplicity": 1, "homo_lumo_gap_ev": 8.161, "symbols": ["C", "N", "C", "C", "C", "N", "H", "H", "H", "H", "H", "H", "H", "H", "H"], "xyz": [[0.727, 1.364, 0.098], [0.620, 0.075, 0.298], [1.821, -0.765, -0.078], [-0.607, -0.555, 0.427], [-1.864, -0.177, -0.682], [-1.867, 0.073, 0.761], [1.838, 1.730, 0.143], [-0.193, 1.972, 0.416], [2.596, -0.119, -0.188], [1.589, -1.186, -1.023], [2.169, -1.418, 0.703], [-0.777, -1.680, 0.559], [-1.637, 0.567, -1.434], [-2.388, -0.971, -0.986], [-2.027, 1.091, 0.987]]}

{"formula": "C4H9N2", "method": "ωB97M-V/def2-TZVPD", "e_lumo_ev": -3.1, "smiles": "C[C@@]12[NH2+][C@@H]1[C@H]2N", "charge": 1, "spin_multiplicity": 1, "homo_lumo_gap_ev": 11.123, "symbols": ["C", "C", "N", "C", "C", "N", "H", "H", "H", "H", "H", "H", "H", "H", "H"], "xyz": [[-1.025, -1.409, -0.010], [-0.281, -0.085, -0.205], [-1.156, 1.208, -0.170], [0.059, 1.100, 0.624], [1.061, 0.604, -0.405], [2.160, -0.198, -0.164], [-0.542, -1.960, 0.787], [-1.078, -2.075, -0.906], [-1.993, -1.175, 0.326], [-1.966, 1.008, 0.274], [-1.257, 1.956, -0.850], [0.009, 1.227, 1.742], [1.418, 1.152, -1.341], [2.152, -0.664, 0.816], [2.971, 0.520, -0.231]]}

{"formula": "C4H9N2", "method": "ωB97M-V/def2-TZVPD", "e_lumo_ev": [-2.7, -7.3], "s_squared": 2.02, "charge": 1, "spin_multiplicity": 3, "homo_lumo_gap_ev": [9.190, 7.945], "symbols": ["C", "C", "C", "C", "N", "N", "H", "H", "H", "H", "H", "H", "H", "H", "H"], "xyz": [[0.332, 0.679, 0.188], [-1.047, 0.270, -0.051], [-1.417, -1.526, -0.201], [2.650, 0.018, 0.100], [1.301, -0.118, -0.093], [-1.964, 1.199, -0.094], [0.374, 1.698, 0.607], [-2.461, -1.726, -0.254], [-1.128, -1.864, 0.825], [-0.899, -2.067, -0.932], [2.844, 0.547, -0.948], [3.219, -0.885, 0.265], [2.828, 0.795, 0.986], [-2.878, 0.823, -0.224], [-1.755, 2.157, -0.175]]}

{"formula": "C4H9N2O", "method": "ωB97M-V/def2-TZVPD", "e_lumo_ev": -3.5, "charge": 1, "spin_multiplicity": 1, "homo_lumo_gap_ev": 9.197, "symbols": ["C", "C", "C", "C", "N", "N", "O", "H", "H", "H", "H", "H", "H", "H", "H", "H"], "xyz": [[-0.164, -1.866, -0.033], [1.518, 0.550, 0.482], [-2.265, 0.248, -0.193], [-0.935, 0.081, 0.430], [2.550, 0.963, -0.209], [0.280, 0.649, -0.020], [1.024, -1.717, 0.023], [-0.843, -2.705, -0.270], [1.843, 0.264, 1.451], [-2.935, -0.620, -0.007], [-2.711, 0.953, 0.370], [-2.098, 0.439, -1.345], [-1.099, 0.014, 1.548], [3.426, 0.461, -0.142], [2.228, 1.346, -1.101], [0.183, 0.939, -0.984]]}

{"formula": "C4H9N2O", "method": "ωB97M-V/def2-TZVPD", "e_lumo_ev": [-5.1, -5.1], "charge": 1, "spin_multiplicity": 1, "homo_lumo_gap_ev": [8.732, 8.733], "symbols": ["C", "C", "C", "C", "N", "N", "O", "H", "H", "H", "H", "H", "H", "H", "H", "H"], "xyz": [[1.322, 1.473, -0.076], [1.737, 0.224, 0.024], [-1.197, -0.740, 0.714], [0.902, -1.017, -0.096], [-4.203, 0.459, -0.079], [-0.503, -0.734, -0.541], [-3.030, 0.140, -0.146], [2.017, 2.286, 0.028], [0.299, 1.772, -0.250], [2.779, 0.010, 0.219], [-0.982, 0.181, 1.274], [0.840, -1.523, 0.880], [1.368, -1.717, -0.795], [-4.656, 0.341, 0.856], [-0.859, -1.488, -1.138], [-0.508, 0.154, -1.067]]}

{"formula": "C4H9N2O", "method": "ωB97M-V/def2-TZVPD", "e_lumo_ev": -4.5, "charge": 1, "spin_multiplicity": 1, "homo_lumo_gap_ev": 9.780, "symbols": ["C", "C", "C", "C", "N", "N", "O", "H", "H", "H", "H", "H", "H", "H", "H", "H"], "xyz": [[-2.161, -0.645, 0.482], [-1.332, 0.152, 1.306], [-1.075, 0.213, -0.239], [0.050, -0.493, -0.723], [2.723, 0.740, -0.809], [1.888, 0.196, -0.057], [2.069, -0.007, 1.108], [-1.999, -1.675, 0.192], [-3.090, -0.161, 0.218], [-1.761, 1.099, 1.670], [-0.656, -0.293, 1.924], [-1.333, 1.069, -0.799], [0.247, -0.686, -1.802], [0.238, -1.435, -0.120], [2.529, 0.761, -1.883], [3.663, 1.165, -0.468]]}

{"formula": "C4H9N2O", "method": "ωB97M-V/def2-TZVPD", "e_lumo_ev": [-10.3, -13.8], "s_squared": 0.76, "charge": 2, "spin_multiplicity": 2, "homo_lumo_gap_ev": [6.039, 2.505], "symbols": ["C", "C", "C", "N", "C", "N", "H", "H", "H", "H", "H", "H", "H", "H", "H", "O"], "xyz": [[0.660, 1.492, 0.036], [-0.648, 0.599, 0.025], [-2.001, 0.771, -0.379], [-2.747, -0.088, 0.423], [-1.880, -0.858, 1.227], [-0.657, -0.547, 0.779], [0.479, 2.207, -0.764], [1.477, 0.834, 0.221], [0.700, 2.052, 0.982], [-2.495, 1.266, -1.277], [-3.845, -0.132, 0.419], [-2.320, -1.727, 1.686], [0.138, -1.182, 0.791], [4.170, -1.877, -0.689], [4.397, -1.600, -2.189], [4.570, -1.210, -1.288]]}

{"formula": "C4H9N2O2", "method": "ωB97M-V/def2-TZVPD", "e_lumo_ev": 3.8, "smiles": "NC(=O)C[C@H](N)C[O-]", "charge": -1, "spin_multiplicity": 1, "homo_lumo_gap_ev": 6.482, "symbols": ["N", "C", "O", "C", "C", "N", "C", "O", "H", "H", "H", "H", "H", "H", "H", "H", "H"], "xyz": [[-1.467, -0.742, -1.747], [-0.401, 0.052, -1.976], [-0.094, 0.335, -3.133], [0.555, 0.340, -0.823], [0.116, -0.185, 0.525], [-1.003, 0.554, 1.017], [1.343, -0.135, 1.789], [0.863, 0.484, 2.839], [-2.113, -1.030, -2.441], [-1.823, -0.861, -0.800], [1.492, -0.144, -1.113], [0.687, 1.428, -0.888], [0.043, -1.273, 0.417], [-0.878, 1.554, 0.949], [-1.028, 0.432, 2.038], [1.502, -1.211, 2.073], [2.205, 0.400, 1.275]]}

{"formula": "C4H9N2O2", "method": "ωB97M-V/def2-TZVPD", "e_lumo_ev": 0.2, "charge": -1, "spin_multiplicity": 1, "homo_lumo_gap_ev": 3.731, "symbols": ["N", "C", "C", "N", "C", "C", "O", "O", "H", "H", "H", "H", "H", "H", "H", "H", "H"], "xyz": [[2.196, 0.902, 0.930], [0.913, 0.832, 0.456], [0.564, 0.055, -0.665], [-0.614, -0.373, -1.071], [-1.682, -0.079, -0.093], [-3.099, -0.427, -0.470], [-3.948, 0.498, 0.113], [4.194, -0.712, -0.085], [4.531, -1.567, -0.340], [2.837, 0.415, 0.282], [2.221, 0.435, 1.837], [0.283, 1.581, 0.910], [1.404, -0.329, -1.240], [-1.398, -0.387, 0.926], [-1.648, 1.008, 0.095], [-3.301, -0.433, -1.546], [-3.454, -1.420, -0.040]]}

Short version: max |F| = 5.7 15.6 5.2 7.8 6.6 3.9 5.5 4.3 5.1 5.2 1.9 5.5 4.4 2.9 2.8 eV/Å, in the order given.
Short version: energy relative to the best compared isomer or geometry (same formula, charge and spin) = 3.3731 5.0896 5.3218 5.7146 3.1129 5.0577 4.6499 4.0565 0.8753 3.8697 8.8956 6.2729 2.2132 2.0288 7.3222 eV, in the order given.